Record 1
This record from the OMol25 dataset describes one molecule with the formula C4H4O2 at a distorted geometry. The level of theory is ωB97M-V with the def2-TZVPD basis set.

Structure (XYZ):
```
10
Properties=species:S:1:pos:R:3:forces:R:3:mulliken_charge:R:1
C 2.4247 -0.2037 -0.3158 -6.03 0.44 0.47 -0.0961
C 1.1872 -0.0726 -0.1639 3.36 0.53 0.15 -0.5611
C -0.2053 0.3530 0.3405 1.54 1.46 -2.02 0.2310
O -0.7071 1.5491 -0.2499 -2.32 -1.41 0.52 -0.5495
C -1.1842 -0.6948 0.0288 -0.96 -2.36 1.08 0.1547
O -2.2815 -0.4966 -0.4608 1.52 -0.24 0.53 -0.5094
H 3.3654 -0.4246 -0.7001 1.10 -0.17 -0.19 0.4452
H -0.0664 0.4183 1.4153 -0.25 0.08 0.47 0.2245
H -1.7311 1.2495 -0.3554 2.98 1.32 -0.12 0.3781
H -0.8018 -1.6777 0.4613 -0.93 0.35 -0.88 0.2826
```
Positions in Å, forces in eV/Å.

Output
- Total charge: 0
- SMILES string: C#C[C@@H](O)C=O
- Energy relative to the best compared isomer or geometry (same formula, charge and spin): 268.5 kJ/mol
- Strongest force on any atom: 6.1 eV/A
- Electronic energy: -8304.2942 eV

Record 2
This record from the OMol25 dataset describes one molecule with the formula C9H9N3S at a distorted geometry. The level of theory is ωB97M-V with the def2-TZVPD basis set.

Structure (XYZ):
```
22
Properties=species:S:1:pos:R:3:forces:R:3:mulliken_charge:R:1
S 0.0963 -2.3496 1.9793 -0.24 1.13 -0.30 -0.2742
C -0.3681 -0.8895 1.3428 1.42 -0.52 0.78 0.3392
C 0.5120 0.4062 1.5635 -1.97 -1.88 2.28 -0.9796
C 1.3286 0.6289 0.3735 -0.84 1.44 0.15 0.6599
C 2.3318 -0.2290 -0.0634 2.03 -1.96 0.93 -0.4259
C 2.8773 0.2910 -1.2026 -1.14 0.34 -0.96 -0.6190
N 2.1333 1.4475 -1.4816 1.21 -0.01 -2.04 -0.0221
C 1.1984 1.6842 -0.5128 1.40 -2.19 -0.53 -0.5471
N -1.4801 -0.7986 0.5242 0.29 0.74 0.71 0.1734
C -2.1488 0.3068 0.0401 -2.09 -4.48 -2.12 -0.4080
C -3.1601 -0.1941 -0.7503 0.89 1.93 0.46 -0.4019
N -3.1281 -1.5390 -0.7047 -2.27 -1.10 -1.68 -0.6177
C -2.1796 -1.8788 0.0490 0.45 2.26 0.02 -0.2252
H 1.1122 0.1544 2.4992 -0.68 0.48 -1.29 0.3130
H -0.2390 1.1771 1.8462 0.83 0.04 -0.43 0.3900
H 2.7380 -1.1597 0.4769 -0.95 1.66 -0.96 0.2946
H 3.5139 -0.2250 -1.9374 -0.15 0.87 0.53 0.3526
H 2.1857 1.9537 -2.3985 -0.06 -0.76 1.64 0.2599
H 0.4199 2.3394 -0.7448 -0.90 1.18 0.31 0.3847
H -2.0125 1.2602 0.1626 1.57 4.95 1.18 0.5206
H -3.8321 0.4103 -1.3742 0.19 -0.60 0.47 0.3543
H -1.8989 -2.7964 0.3131 0.99 -3.53 0.84 0.4784
```
Positions in Å, forces in eV/Å.

Output
- Total charge: 0
- SMILES string: S=C(Cc1cc[nH]c1)n1ccnc1
- Energy relative to the best compared isomer or geometry (same formula, charge and spin): 178.7 kJ/mol
- Strongest force on any atom: 5.4 eV/A
- Electronic energy: -24782.7422 eV

Record 3
This record from the OMol25 dataset describes one molecule with the formula C4H8O at a distorted geometry. The level of theory is ωB97M-V with the def2-TZVPD basis set.

Structure (XYZ):
```
13
Properties=species:S:1:pos:R:3:forces:R:3:mulliken_charge:R:1
C -2.3679 -0.1896 0.1284 0.46 1.26 -0.78 -0.9913
C -0.8638 -0.3642 -0.1370 -2.40 3.52 -0.35 -0.0534
C -0.0783 0.7038 -0.2438 -0.15 0.44 1.17 -0.3695
C 1.3525 0.6405 0.1397 1.42 -2.84 -2.75 -0.5232
O 1.8870 -0.7684 0.1015 -0.52 1.32 0.35 -0.5685
H -2.6918 0.8779 -0.0271 0.74 -0.72 0.41 0.2831
H -3.0540 -0.6829 -0.5337 -0.08 -0.95 -0.27 0.3192
H -2.6001 -0.4403 1.1602 -0.01 -0.18 0.04 0.2379
H -0.3586 -1.2015 -0.3920 0.90 -3.40 0.38 0.4729
H -0.4955 1.6991 -0.3424 -0.11 0.19 0.43 0.2959
H 1.5810 0.8674 1.1139 -0.42 0.69 2.70 0.2484
H 2.0136 1.3158 -0.3713 0.28 0.21 -0.99 0.3562
H 2.2543 -1.0314 -0.7435 -0.12 0.45 -0.33 0.2923
```
Positions in Å, forces in eV/Å.

Output
- Total charge: 0
- SMILES string: C/C=C/CO
- Energy relative to the best compared isomer or geometry (same formula, charge and spin): 185.6 kJ/mol
- Strongest force on any atom: 4.3 eV/A
- Electronic energy: -6323.2438 eV

Record 4
This record from the OMol25 dataset describes C7H11AuI2N2OSe as an isolated structure at a distorted geometry. The level of theory is ωB97M-V with the def2-TZVPD basis set.

Structure (XYZ):
```
25
Properties=species:S:1:pos:R:3:forces:R:3:mulliken_charge:R:1
C 2.0284 2.0065 -0.6700 -3.43 1.56 -1.13 -1.2342
I 3.5749 0.8471 0.9630 3.72 -2.32 3.12 -0.5664
H 1.4080 2.4620 -1.4569 -0.46 0.27 -0.14 0.2869
H 2.2779 1.0089 -1.0534 -0.15 0.81 0.14 0.3926
H 2.8543 2.7084 -0.5052 -0.50 -0.46 -0.31 0.4422
C -0.1339 -1.9142 -3.8897 -0.05 -0.25 0.38 -1.4292
C -0.7048 -0.6189 -2.1422 -0.16 -0.46 -1.35 -0.6039
N -0.2328 -1.8267 -2.5013 0.24 0.14 -0.66 1.0904
H -0.6883 -0.4046 -5.3936 0.00 0.00 -0.09 0.9984
I -3.7669 0.0075 -0.7425 -1.13 0.04 0.27 -0.3742
N -0.9613 0.0297 -3.2928 0.63 -0.50 -0.47 0.9843
H 0.2363 -2.7931 -4.3798 0.02 -0.06 -0.06 0.9484
Au -1.1896 -0.0367 -0.2694 0.92 0.23 1.22 -0.0981
C 1.0316 2.0018 0.6376 1.51 1.12 -1.80 0.3143
O 0.6233 3.0331 1.1007 0.08 -0.57 -0.15 -0.5231
C -0.5849 -0.7514 -4.3841 -0.28 0.30 0.25 -1.3706
C -1.5420 1.3519 -3.3938 -0.10 0.34 0.04 -1.3576
H -1.5561 1.6274 -4.4527 -0.03 0.02 0.21 0.4808
H -0.9456 2.0822 -2.8303 -0.10 -0.23 -0.15 0.2311
H -2.5635 1.3472 -2.9895 0.31 -0.03 -0.17 0.1866
C 0.0843 -2.9006 -1.5774 -0.06 -0.13 0.13 -1.6725
H 0.6866 -3.6416 -2.1110 -0.02 0.14 0.15 0.4601
H -0.8319 -3.3884 -1.2129 0.20 0.20 -0.15 0.3592
H 0.6365 -2.5072 -0.7146 -0.08 -0.04 -0.29 0.3446
Se 0.6482 0.2480 1.3356 -1.08 -0.12 0.98 -0.2900
```
Positions in Å, forces in eV/Å.

Output
- Total charge: -2
- Strongest force on any atom: 5.4 eV/A
- Spin multiplicity: 3
- Expectation value of S²: 2.01
- Electronic energy: -97702.8683 eV

Record 5
This record from the OMol25 dataset describes a 2-piece molecular cluster, CCl2FNO overall at a distorted geometry. The level of theory is ωB97M-V with the def2-TZVPD basis set.

Structure (XYZ):
```
6
Properties=species:S:1:pos:R:3:forces:R:3:mulliken_charge:R:1
C 0.3482 -0.8845 0.2068 0.22 4.83 -0.18 0.3090
N -1.1618 1.1633 -0.0997 1.99 -0.82 -1.37 0.2081
O -0.6722 1.7374 -0.9622 -0.80 -0.87 1.36 -0.1037
F 0.9610 -0.2929 1.2705 -0.07 -0.30 0.19 -0.1995
Cl 1.4020 -0.7725 -1.1289 0.03 -0.03 -0.62 -0.1086
Cl -0.3566 -2.2817 0.5733 -1.38 -2.81 0.62 -0.1052
```
Positions in Å, forces in eV/Å.

Output
- Total charge: 0
- Energy relative to the best compared isomer or geometry (same formula, charge and spin): 156.8 kJ/mol
- Strongest force on any atom: 4.8 eV/A
- Electronic energy: -32332.0639 eV

Record 6
This record from the OMol25 dataset describes a 2-piece molecular cluster, C4H9NO overall at a distorted geometry. The level of theory is ωB97M-V with the def2-TZVPD basis set.

Structure (XYZ):
```
15
Properties=species:S:1:pos:R:3:forces:R:3:mulliken_charge:R:1
C 1.4911 -0.1816 -1.3824 0.06 -0.52 0.35 -0.9331
C 0.0816 0.0689 -0.9451 -0.07 2.90 0.98 0.0672
N -0.1555 0.7604 0.1338 -0.03 -1.13 -2.56 -0.4395
C -1.5387 1.2093 0.2791 -0.21 -0.42 0.54 -0.8209
H 1.5590 -0.2808 -2.4678 -0.05 0.02 0.13 0.3403
H 2.1564 0.6146 -1.0373 -0.18 -0.15 -0.01 0.2833
H 1.8306 -1.1232 -0.9421 0.22 -0.08 -0.10 0.2431
H -0.6954 -0.0808 -1.7142 -0.08 -0.34 0.47 0.3472
H -1.7783 1.2765 1.3462 0.06 0.21 -0.21 0.2855
H -2.2703 0.5153 -0.1541 0.13 0.05 -0.15 0.3189
H -1.6650 2.1857 -0.1989 0.10 -0.06 0.21 0.3197
C 0.2374 -1.1987 1.7731 -0.86 -1.49 0.56 0.0493
O -0.4056 -1.2306 2.8099 0.89 0.36 -1.64 -0.4591
H 1.2936 -0.8978 1.7099 -0.05 0.37 0.25 0.2265
H -0.1409 -1.6374 0.7900 0.06 0.29 1.19 0.1715
```
Positions in Å, forces in eV/Å.

Output
- Total charge: 0
- SMILES string: C/C=N/C.C=O
- Energy relative to the best compared isomer or geometry (same formula, charge and spin): 263.4 kJ/mol
- Strongest force on any atom: 3.1 eV/A
- Electronic energy: -7829.5898 eV

> Which of these has the lowest electronic energy?

C7H11AuI2N2OSe